16
Properties=species:S:1:pos:R:3:forces:R:3 method="wB97M-V/def2-TZVPD" total_charge=+2 lumo_energy_ev="-9.66 / -12.19" e_tot_ha=-2105.81048 orbital_gap_ev="7.411 / 4.747" spin_multiplicity=6
Fe 5.616284 -8.226155 -9.880000 -0.515 0.438 0.194
Cl 7.306747 -9.311176 -9.546020 0.462 -0.306 0.143
C 1.032821 -5.776583 -7.780378 -1.487 2.172 1.336
C 2.216364 -6.391561 -8.155410 1.893 -1.401 1.772
C 3.244615 -6.572632 -7.177211 -0.921 0.514 -2.842
C 3.136540 -5.942498 -5.999087 -1.243 0.354 1.714
C 1.914326 -5.244798 -5.592894 -0.346 0.487 0.489
C 0.863354 -5.185029 -6.517429 -0.569 1.342 1.048
O -0.278818 -4.415513 -6.322597 1.625 -1.641 0.952
O 4.435283 -7.098554 -7.526785 0.437 -1.020 -2.777
H 0.230551 -5.527117 -8.464972 0.039 -0.489 -0.346
H 2.195254 -6.809042 -9.128596 0.606 -0.392 -0.850
H 3.964335 -6.072444 -5.336210 0.282 0.399 0.719
H 1.899510 -4.741106 -4.565042 -0.115 -0.753 -1.698
H -0.411619 -4.363662 -5.343541 -0.236 0.296 -1.018
H 5.070638 -7.363741 -6.872647 0.086 0.000 1.163

23
Properties=species:S:1:pos:R:3:forces:R:3 method="wB97M-V/def2-TZVPD" total_charge=+2 lumo_energy_ev=-9.64 relative_energy_kj_mol=236.6 e_tot_ha=-458.81676 orbital_gap_ev=9.187 smiles="C[N+]1=C=C=CC2=C1CC[N@H+]2C"
C 2.117983 -2.119689 -1.146498 1.296 1.520 -1.882
N 1.103979 -1.744208 -0.202151 0.264 1.814 -0.118
C 0.837381 -2.376124 0.886088 -3.915 -0.853 5.244
C -0.007639 -2.069950 1.812564 3.249 -1.686 -3.121
C -0.699208 -0.918513 2.020634 -1.350 0.033 3.059
C -0.346879 -0.100354 0.975538 1.697 -0.448 -3.172
C 0.519012 -0.512141 -0.142112 -2.186 2.387 0.197
C 0.568690 0.644183 -1.175296 0.341 -0.703 2.511
C -0.015941 1.853653 -0.387999 -0.721 1.910 -3.305
N -0.835473 1.271771 0.764686 1.815 0.847 1.002
C -2.245060 1.324537 0.385713 -2.074 -0.992 -1.198
H 2.214217 -3.128500 -1.397068 -0.751 -1.868 0.143
H 3.120802 -1.850183 -0.846787 0.123 0.413 0.795
H 1.983027 -1.593738 -2.084455 -0.388 0.126 -0.101
H -1.380466 -0.663215 2.941825 1.326 -0.448 -2.003
H 1.584569 0.757736 -1.475243 0.806 0.558 -0.268
H -0.014860 0.508449 -2.044510 -0.655 -0.799 -0.960
H 0.755259 2.679246 -0.229219 -1.137 -1.344 0.853
H -0.823097 2.357304 -1.142690 2.002 -1.019 2.109
H -0.674235 1.751538 1.687556 -0.162 0.087 -1.164
H -2.339368 0.632733 -0.532407 -0.152 1.060 1.504
H -2.840800 0.949097 1.236030 0.070 0.118 -0.580
H -2.581893 2.346368 0.095800 0.505 -0.712 0.453

11
Properties=species:S:1:pos:R:3:forces:R:3 method="wB97M-V/def2-TZVPD" total_charge=0 lumo_energy_ev=0.34 relative_energy_kj_mol=257.8 e_tot_ha=-794.02382 orbital_gap_ev=9.560
C -1.070221 -1.289775 -0.026952 -0.859 2.201 -0.466
C 0.781292 0.667659 -0.027944 1.215 0.306 0.367
O 0.562514 0.875137 -1.388501 -0.504 -0.685 0.113
P -0.879631 0.447507 0.731713 0.800 -0.942 1.472
I 1.545484 2.552485 0.888339 0.120 -0.441 -0.162
H -1.406528 -0.982097 -1.079322 1.267 -0.691 1.059
H -2.058529 -1.647208 0.342794 1.323 -0.788 0.356
H -0.045191 -1.748237 0.096986 -1.836 -0.440 -0.398
H 1.488629 -0.173263 0.375515 -0.840 1.591 -1.422
H 1.256408 1.123633 -2.013503 0.509 -0.147 0.905
H -0.174225 0.174159 2.100876 -1.195 0.036 -1.824

21
Properties=species:S:1:pos:R:3:forces:R:3 method="wB97M-V/def2-TZVPD" total_charge=0 lumo_energy_ev=0.29 relative_energy_kj_mol=275.2 e_tot_ha=-440.61038 orbital_gap_ev=10.003 smiles="CN(C)CC=O.O.O"
C 0.735580 -1.824524 0.394942 -1.532 -1.128 -1.532
N -0.361565 -0.838219 0.182053 0.596 -0.098 1.614
C -0.610587 -0.246744 1.523153 -0.538 0.257 0.481
C -1.564744 -1.468621 -0.403213 1.165 -1.869 1.252
C -1.961083 -0.888453 -1.728683 -0.434 2.478 0.628
O -2.919964 -1.147583 -2.396220 0.111 -0.909 -0.116
H 0.294583 -2.763800 0.801145 0.366 0.261 -0.138
H 1.149978 -2.066556 -0.607678 0.156 0.014 0.764
H 1.466453 -1.508557 1.114198 0.465 0.478 -0.108
H 0.317063 -0.226929 2.120783 -0.312 0.248 -0.517
H -1.331486 -0.794358 2.192014 0.359 0.050 -0.817
H -0.992834 0.780687 1.443963 0.084 -0.250 -0.060
H -2.353478 -1.465641 0.353246 -0.535 0.716 -0.408
H -1.404395 -2.580551 -0.389610 -0.006 0.695 -0.801
H -1.429037 0.105495 -1.897445 0.151 -0.969 -0.242
O 2.592139 0.670873 -1.122707 -1.335 0.109 0.499
H 1.979583 0.002405 -0.777619 0.591 -0.619 -0.105
H 1.925236 1.372912 -1.058707 0.628 0.534 -0.403
O 1.543294 5.265101 -0.163830 -0.257 -0.121 0.294
H 2.004952 4.420928 -0.154899 0.077 0.038 -0.030
H 0.920315 5.202144 0.575107 0.199 0.084 -0.255